No. 1
A 2-piece molecular cluster, C4H7P overall at a distorted geometry, computed with wB97M-V/def2-TZVPD.

2S+1 ... 1
Total charge ... 0
ΔE to the lowest compared entry with this formula, charge and spin ... 3.671 eV
HOMO-LUMO gap (spin up / spin down) ... 0.250 / 0.259 hartree

Cartesian coordinates (Å):
C 3.441 -0.315 0.855
C 2.243 -0.122 0.127
C -2.190 0.014 0.236
C -2.555 1.270 0.481
P 1.830 1.335 -0.766
H 3.456 -1.396 1.230
H 4.176 0.406 1.212
H 1.708 -1.074 -0.060
H -2.922 -0.777 0.370
H -3.594 1.441 0.811
H -1.225 -0.304 0.169
H -1.860 2.085 0.459

Charges obtained by Mulliken population analysis, quoted in units of e: C -0.618; C -0.127; C -0.398; C -0.405; P -0.020; H 0.198; H 0.328; H 0.247; H 0.209; H 0.198; H 0.143; H 0.246

No. 2
C15H11I2NO2V as an isolated structure, computed with wB97M-V/def2-TZVPD.

2S+1 ... 2
Total charge ... +2
HOMO-LUMO gap (spin up / spin down) ... 0.228 / 0.247 hartree

Cartesian coordinates (Å):
V -0.190 -0.167 1.138
I -0.350 1.775 3.016
C -2.416 1.245 2.989
I -2.621 -0.752 2.275
H -2.913 1.908 2.290
H -2.795 1.291 4.004
O -1.802 1.725 -0.069
C -0.883 1.589 -0.824
O 0.162 0.635 -0.317
C -0.570 2.096 -2.128
C -1.533 2.928 -2.722
C -1.293 3.441 -3.980
C -0.104 3.131 -4.635
C 0.852 2.311 -4.045
C 0.626 1.787 -2.788
H -2.450 3.156 -2.195
H -2.024 4.079 -4.455
H 0.078 3.537 -5.622
H 1.770 2.085 -4.569
H 1.366 1.153 -2.322
N 1.936 -6.543 2.667
C 1.763 -5.427 2.463
C 1.541 -4.032 2.209
C 1.926 -3.092 3.181
C 1.703 -1.745 2.976
C 1.127 -1.365 1.767
C 0.744 -2.283 0.781
C 0.949 -3.642 1.014
H 2.373 -3.440 4.103
H 1.963 -1.022 3.736
H 0.365 -1.982 -0.205
H 0.699 -4.378 0.263

Charges obtained by Mulliken population analysis, quoted in units of e: V 0.424; I 0.299; C -0.817; I 0.353; H 0.446; H 0.478; O -0.477; C 1.054; O -0.684; C 0.475; C -0.484; C -0.638; C -0.352; C -0.722; C -0.231; H 0.385; H 0.426; H 0.422; H 0.428; H 0.412; N -0.293; C -0.291; C 0.523; C -0.369; C -0.676; C 1.093; C -0.233; C -0.924; H 0.506; H 0.377; H 0.601; H 0.490

No. 3
C39H66AsIrN3O4S2Si6 as an isolated structure, computed with wB97M-V/def2-TZVPD.

2S+1 ... 5
Total charge ... -1
ΔE to the lowest compared entry with this formula, charge and spin ... 0.863 eV
HOMO-LUMO gap (spin up / spin down) ... 0.221 / 0.236 hartree

Cartesian coordinates (Å):
Ir -0.335 0.055 -0.838
C -0.718 -1.124 3.125
O -1.035 -1.056 1.750
Si -2.449 -1.616 1.030
C -2.892 -3.166 2.011
C -3.958 -0.582 1.428
C -1.984 -1.721 -0.762
Si -3.322 -1.291 -1.957
C -2.683 -1.220 -3.712
C -4.721 -2.557 -1.970
C -4.196 0.350 -1.670
Si -1.277 -3.416 -1.006
C -0.590 -3.773 -2.727
C -2.524 -4.846 -0.850
C 0.053 -3.802 0.271
H -1.509 -0.693 3.746
H 0.191 -0.543 3.282
H -0.537 -2.160 3.427
H -3.016 -2.868 3.058
H -2.152 -3.963 1.974
H -3.848 -3.581 1.680
H -3.985 -0.391 2.505
H -4.842 -1.172 1.164
H -4.029 0.373 0.920
H -2.245 -2.164 -4.037
H -1.912 -0.452 -3.800
H -3.491 -0.962 -4.404
H -4.408 -3.530 -2.355
H -5.535 -2.188 -2.603
H -5.124 -2.714 -0.964
H -3.546 1.132 -1.275
H -5.044 0.234 -0.994
H -4.583 0.699 -2.634
H -1.407 -4.006 -3.415
H 0.062 -4.652 -2.675
H -0.020 -2.952 -3.156
H -2.843 -5.191 -1.837
H -3.420 -4.583 -0.295
H -2.052 -5.693 -0.340
H 0.589 -2.914 0.608
H 0.767 -4.515 -0.147
H -0.382 -4.265 1.158
O 1.755 2.996 1.111
C 0.551 2.848 1.207
N -0.109 1.703 0.803
S -1.657 1.527 1.209
O -1.849 1.508 2.657
O -2.283 3.037 0.745
C -1.653 4.065 1.396
C -2.391 5.193 1.714
C -1.771 6.252 2.357
C -0.422 6.183 2.692
C 0.308 5.055 2.353
C -0.293 3.992 1.696
H -3.443 5.218 1.459
H -2.348 7.135 2.605
H 0.055 7.008 3.205
H 1.367 4.982 2.561
C 4.129 1.420 -0.487
N 4.945 0.790 0.541
C 6.332 0.755 0.574
C 6.694 0.043 1.657
N 5.515 -0.342 2.272
C 4.421 0.113 1.594
S 2.818 -0.153 1.985
H 4.756 2.119 -1.039
H 3.300 1.948 -0.018
H 3.732 0.662 -1.164
H 6.927 1.237 -0.180
H 7.665 -0.210 2.041
H 5.412 -0.916 3.091
C 1.495 5.954 -1.246
C 0.110 5.881 -1.201
C -0.538 4.694 -1.525
C 0.177 3.552 -1.891
C 1.570 3.654 -1.933
C 2.226 4.835 -1.622
Si -0.732 1.960 -2.363
C -0.587 2.045 -4.264
C 0.602 2.370 -4.927
C 0.662 2.489 -6.307
C -0.477 2.278 -7.074
C -1.674 1.973 -6.442
C -1.726 1.871 -5.056
H 2.002 6.873 -0.978
H -0.471 6.744 -0.895
H -1.621 4.651 -1.484
H 2.162 2.784 -2.199
H 3.309 4.877 -1.649
H -2.161 2.359 -2.239
H 1.500 2.554 -4.355
H 1.600 2.746 -6.787
H -0.434 2.364 -8.153
H -2.573 1.821 -7.029
H -2.674 1.647 -4.578
C 3.009 -4.581 -1.898
Si 3.154 -2.965 -0.950
C 3.252 -3.514 0.831
C 4.796 -2.156 -1.374
As 1.517 -1.371 -1.665
Si 2.180 -1.267 -3.949
C 3.310 0.216 -4.124
C 3.107 -2.726 -4.671
C 0.710 -1.131 -5.080
H 4.012 -5.012 -1.993
H 2.586 -4.484 -2.892
H 2.389 -5.286 -1.343
H 2.641 -4.404 0.989
H 2.939 -2.751 1.540
H 4.298 -3.770 1.033
H 5.613 -2.725 -0.920
H 4.843 -1.133 -0.995
H 4.967 -2.112 -2.451
H 4.295 0.005 -3.700
H 2.910 1.091 -3.611
H 3.427 0.468 -5.183
H 4.025 -3.007 -4.158
H 3.363 -2.432 -5.695
H 2.465 -3.606 -4.732
H -0.055 -0.450 -4.721
H 0.251 -2.113 -5.214
H 1.047 -0.768 -6.056

Atom charges from the Mulliken analysis, given in e for atoms 1 to 99: Ir 3.392; C -1.184; O 0.263; Si 0.129; C -1.304; C -1.293; C -0.005; Si -0.298; C -0.103; C -1.147; C -0.480; Si -0.422; C -0.431; C -1.524; C -0.234; H 0.281; H 0.240; H 0.240; H 0.385; H 0.375; H 0.335; H 0.331; H 0.365; H 0.133; H 0.350; H -0.964; H 0.457; H 0.278; H 0.403; H 0.252; H -0.391; H 0.485; H 0.483; H 0.550; H 0.382; H -0.687; H 0.399; H 0.360; H 0.341; H -0.189; H 0.146; H 0.394; O -0.729; C -0.231; N 0.122; S 0.030; O -0.703; O -0.515; C 0.232; C -0.784; C -0.431; C -0.643; C -0.514; C 0.446; H 0.452; H 0.398; H 0.402; H 0.412; C -0.093; N 0.378; C -0.200; C -0.738; N 0.043; C -0.317; S -0.148; H 0.171; H -0.095; H -0.073; H 0.412; H 0.432; H 0.227; C -0.773; C -0.757; C -0.573; C 0.910; C 0.793; C -0.985; Si -0.077; C 0.381; C -0.286; C -0.800; C -0.610; C -0.807; C 0.229; H 0.354; H 0.399; H 0.364; H -0.239; H 0.351; H -0.482; H 0.345; H 0.396; H 0.357; H 0.416; H 0.268; C -1.348; Si 0.988; C -1.111; C -0.690

So what do the calculations give for E_tot? Going down the list: -13545.6024 -63188.7759 -186794.1478 eV.